Version i
C4H12NP in the gas phase. Source: the Open Molecules 2025 dataset; level of theory: wB97M-V/def2-TZVPD.

Last column: natural (NBO) charge in e.
Positions of all 18 atoms, in Å:
C: -1.9657 -0.3267 -0.0493  -0.546
C: -2.0559 -0.1484 1.4478  -0.697
C: 0.4745 -0.8341 -1.8117  -0.990
C: 1.4150 1.4849 -0.2369  -0.961
N: 1.2571 -0.8709 0.7472  -1.168
P: 0.1965 0.0012 -0.2528  1.386
H: -2.3068 0.7063 -0.5737  0.147
H: -1.3828 -0.8026 1.9055  0.184
H: -3.0872 -0.4548 1.8083  0.213
H: -1.8588 0.7950 1.7543  0.181
H: -0.3876 -1.2374 -2.2034  0.258
H: 0.9939 -0.1460 -2.5803  0.241
H: 1.3158 -1.6051 -1.5678  0.255
H: 2.3892 1.2327 -0.7772  0.239
H: 0.9806 2.3859 -0.9570  0.235
H: 1.6887 1.8797 0.7451  0.232
H: 0.7680 -1.7422 0.9900  0.391
H: 1.5654 -0.3175 1.6121  0.400

As for the multiplicity: 1. The calculation puts the LUMO energy at 0.7 eV. As for the structure (SMILES): CC=P(C)(C)N. As for the HOMO-LUMO gap: 7.98 eV.



Version ii
C4H12NP in the gas phase. Source: the Open Molecules 2025 dataset; level of theory: wB97M-V/def2-TZVPD.

Last column: natural (NBO) charge in e.
Positions of all 18 atoms, in Å:
C: -0.6627 1.1687 -0.3937  -0.615
C: 0.5152 0.2109 1.7683  -0.594
C: 1.1590 -0.2967 -0.7301  -0.633
C: 0.0246 -0.0100 0.3217  0.111
N: -0.7966 -1.1564 0.4591  -0.901
P: -1.6779 -1.9431 -0.9961  0.448
H: -0.6516 1.1260 -1.3844  0.201
H: -1.6539 1.1941 -0.0342  0.213
H: -0.2871 2.1349 -0.1717  0.214
H: 1.3895 -0.2519 1.9339  0.211
H: -0.2721 -0.0069 2.4843  0.217
H: 0.8410 1.3190 1.9533  0.203
H: 1.5299 -1.4078 -0.7014  0.209
H: 0.9605 -0.0109 -1.7607  0.208
H: 1.9469 0.3982 -0.6145  0.210
H: -0.8537 -1.8052 1.1860  0.396
H: -2.4882 -0.7330 -1.4526  -0.047
H: -0.7750 -1.5775 -2.0305  -0.052

As for the multiplicity: 1. The calculation puts the LUMO energy at 1.0 eV. As for the structure (SMILES): CC(C)(C)NP. As for the HOMO-LUMO gap: 9.63 eV.



Which structure is the most stable? The one labeled version ii.



Version i
2 unconnected molecules or ions with the total composition C5H8N. Source: the Open Molecules 2025 dataset; level of theory: wB97M-V/def2-TZVPD.

Last column: natural (NBO) charge in e.
Positions of all 14 atoms, in Å:
C: -0.1548 3.3494 0.5117  0.002
C: -0.4242 2.6404 -0.4219  -0.422
C: 0.6416 -2.7487 -0.7156  -0.183
C: 0.2131 -1.9515 0.2352  -0.330
C: 0.0269 -0.5591 -0.0532  0.251
N: -0.6017 0.2502 0.6809  -0.616
H: 0.3027 3.7883 1.3422  0.254
H: 0.7994 -3.7675 -0.5532  0.226
H: 0.9880 -2.3608 -1.7280  0.213
H: 0.1884 -2.2721 1.2353  0.237
H: 0.5424 -0.3134 -0.9676  0.222
H: -0.8892 2.5311 -1.3902  0.300
H: -0.5654 1.3194 0.2703  0.413
H: -1.0673 0.0945 1.5541  0.435

As for the net charge: +1. As for the multiplicity: 1. The calculation puts the LUMO energy at -4.7 eV. As for the HOMO-LUMO gap: 10.48 eV.



Version ii
A gas-phase ion, C5H8N (charge +1). Source: the Open Molecules 2025 dataset; level of theory: wB97M-V/def2-TZVPD.

Last column: natural (NBO) charge in e.
Positions of all 14 atoms, in Å:
C: -1.2287 0.0423 -0.0712  0.224
C: -1.9867 1.1240 0.1365  0.131
C: 1.0996 1.2537 0.0975  0.247
C: -1.2445 -1.4033 -0.1066  -0.695
C: 1.9634 0.0614 0.1646  -0.702
N: -0.2653 1.0635 0.0571  -0.323
H: -2.7782 1.7891 -0.1600  0.287
H: 1.5091 2.1966 -0.0892  0.235
H: -2.3031 -1.7851 -0.2889  0.283
H: -0.7369 -1.7171 0.7104  0.262
H: -0.6159 -1.8311 -0.8737  0.273
H: 1.9164 -0.5538 -0.7239  0.264
H: 1.6896 -0.6187 0.8840  0.249
H: 2.9812 0.3785 0.2634  0.264

As for the net charge: +1. As for the multiplicity: 1. The calculation puts the LUMO energy at -5.0 eV. As for the structure (SMILES): C/C=[N+]1C=C/1C. As for the HOMO-LUMO gap: 9.55 eV.



Which structure is the most stable? The one labeled version i.



Version i
A gas-phase ion, C5H8N (charge +1). Source: the Open Molecules 2025 dataset; level of theory: wB97M-V/def2-TZVPD.

Last column: natural (NBO) charge in e.
Positions of all 14 atoms, in Å:
C: -0.3014 -0.4948 0.0637  0.040
C: 0.9412 -0.2782 0.1478  0.076
C: 1.9527 0.7527 0.2022  -0.255
C: -1.5083 -0.2243 0.5005  -0.082
C: -2.7016 0.0269 -0.3818  -0.647
N: 2.3501 -0.5210 -0.3210  -0.547
H: 2.0095 1.6771 -0.3788  0.266
H: 2.3112 0.8240 1.3479  0.244
H: -1.6282 -0.1776 1.5664  0.249
H: -2.4187 0.5488 -1.2037  0.227
H: -3.5122 0.5743 0.2419  0.250
H: -3.1405 -1.0397 -0.7319  0.266
H: 2.9473 -1.0646 0.3014  0.444
H: 2.6988 -0.6034 -1.3547  0.468

As for the net charge: +1. As for the multiplicity: 1. The calculation puts the LUMO energy at -4.2 eV. As for the structure (SMILES): CC=C=C1C[NH2+]1. As for the HOMO-LUMO gap: 9.82 eV.



Version ii
A molecular structure, C5H8N. Source: the Open Molecules 2025 dataset; level of theory: wB97M-V/def2-TZVPD.

Last column: natural (NBO) charge in e.
Positions of all 14 atoms, in Å:
C: 1.8124 -0.0091 0.1382  -0.161
C: 0.9340 0.0398 1.1279  -0.172
C: 0.7061 0.0146 -0.9308  -0.071
C: -0.2217 0.0044 0.2461  0.141
C: -1.5634 0.8856 0.2763  -0.605
N: -0.1986 -1.2055 -0.6901  -0.556
H: 2.8577 -0.1983 0.1955  0.253
H: 0.9091 0.0627 2.2649  0.264
H: 0.6309 0.5924 -1.8707  0.274
H: -1.8066 0.8271 -0.8028  0.226
H: -1.1332 1.8400 0.4292  0.248
H: -2.1679 0.5549 1.1201  0.257
H: -1.1197 -1.3887 -1.0613  0.456
H: 0.3609 -2.0198 -0.4426  0.446

As for the net charge: +1. As for the multiplicity: 1. The calculation puts the LUMO energy at -4.0 eV. As for the HOMO-LUMO gap: 10.77 eV.



Version iii
A gas-phase ion, C5H8N (charge +1). Source: the Open Molecules 2025 dataset; level of theory: wB97M-V/def2-TZVPD.

Last column: natural (NBO) charge in e.
Positions of all 14 atoms, in Å:
C: -2.1421 -0.6489 -0.0984  -0.264
C: -1.4101 0.5151 0.0644  0.381
C: -3.2276 0.1541 0.0956  0.090
C: 1.0472 -0.8305 0.1128  -0.596
C: 1.0799 0.6937 -0.1468  -0.228
N: -0.2357 1.2758 0.0060  -0.493
H: -1.9424 -1.6227 -0.4042  0.252
H: -3.7385 1.0039 0.4596  0.296
H: 1.0686 -0.9464 1.0898  0.219
H: 0.2827 -1.2570 -0.4800  0.197
H: 1.9643 -1.1654 -0.1735  0.241
H: 1.2572 0.7545 -1.2115  0.230
H: 1.6671 1.0893 0.6408  0.237
H: -0.2420 2.2626 -0.1541  0.438

As for the net charge: +1. As for the multiplicity: 1. The calculation puts the LUMO energy (spin up / spin down) at -5.4 / -5.4 eV. As for the structure (SMILES): CC[NH+]=c1cc1. As for the HOMO-LUMO gap (spin up / spin down): 9.60 / 9.60 eV.



Version iv
2 unconnected molecules or ions with the total composition C5H8N. Source: the Open Molecules 2025 dataset; level of theory: wB97M-V/def2-TZVPD.

Last column: natural (NBO) charge in e.
Positions of all 14 atoms, in Å:
C: 1.3107 -1.8813 -1.2354  -0.210
C: 1.6530 -0.8386 -0.7713  -0.034
C: -1.3327 0.5510 -0.3950  0.049
C: -2.6064 0.4076 -0.0644  0.035
C: 2.1244 0.1922 0.0967  -0.699
N: -1.5719 0.6765 1.0348  -0.563
H: 0.9220 -2.6462 -1.7545  0.229
H: -0.6064 0.6955 -1.1067  0.285
H: -3.6096 0.0637 0.1412  0.300
H: 2.0979 -0.2686 1.0958  0.249
H: 1.3502 0.9830 0.2175  0.197
H: 3.1606 0.6032 -0.2592  0.278
H: -1.2345 -0.1603 1.6141  0.449
H: -1.6573 1.6222 1.3864  0.436

As for the net charge: +1. As for the multiplicity: 1. The calculation puts the LUMO energy at -4.7 eV. As for the HOMO-LUMO gap: 8.81 eV.



Which structure is the most stable? The one labeled version ii.